Entry from the Open Molecules 2025 dataset: a structure of composition C46H45GeN6PPtS (ωB97M-V/def2-TZVPD).

For the HOMO energy (alpha / beta), the calculation gives -3.586 / -3.465 eV. The total charge is -1. Its expectation value of S² is 0.78. The LUMO energy (alpha / beta) comes out at 2.34 / 2.34 eV. The relative energy (zero: lowest compared OMol25 entry of this formula, charge and spin) is 1.173 eV. Its spin multiplicity is 2. Its electronic energy is -5044.21212 hartree.

Structure (XYZ):
```
101
Properties=species:S:1:pos:R:3:mulliken_spin:R:1
Pt 0.08 -0.39 -0.06 0.06
Ge 0.00 -0.24 -2.43 0.05
S -2.29 -1.43 0.28 -0.01
P -0.12 0.25 3.45 0.01
N -1.82 1.66 0.06 0.00
N 1.98 -0.59 0.05 0.70
N -3.14 1.15 0.09 0.00
N -5.33 1.02 -0.02 0.00
N -0.30 0.45 1.94 0.00
N -4.73 -0.20 0.12 0.00
C 2.53 -3.02 -0.18 0.12
C 0.96 1.47 4.31 0.00
C -0.38 -4.29 -3.58 0.00
C -3.09 1.97 -4.37 0.00
C 0.41 -1.88 5.25 0.00
C 3.05 -4.14 -4.97 0.00
C 0.41 -1.98 -3.36 0.01
C -1.87 1.50 -3.90 0.00
C 3.54 -3.94 -0.42 -0.11
C -2.95 -0.41 -2.97 0.00
C -1.69 0.37 4.40 0.00
C 1.82 -3.74 -4.38 0.00
C -4.25 1.25 -4.14 0.00
C 1.94 -3.25 3.38 0.00
C 1.14 -3.53 0.08 0.01
C 1.36 -2.03 3.05 -0.02
C -4.32 1.84 -0.03 0.00
C 3.85 -1.88 -4.86 0.00
C -2.79 -0.30 3.86 0.00
C 4.05 -3.24 -5.20 0.00
C -4.21 0.59 5.59 0.00
C -1.76 0.29 -3.19 0.00
C 0.59 -1.34 3.98 0.01
C 1.75 -3.78 4.64 0.00
C 4.20 -1.24 -0.42 0.08
C -4.18 0.06 -3.43 0.00
C 0.60 2.82 4.24 0.00
C 4.85 -3.56 -0.67 0.15
C 0.78 -4.68 -4.16 0.00
C -4.04 -0.19 4.45 0.00
C -3.13 1.24 6.14 0.00
C 2.84 -1.62 -0.19 -0.02
C 0.99 -3.10 5.58 0.00
C 2.68 -1.47 -4.29 0.00
C 2.21 1.14 4.83 0.00
C 5.16 -2.20 -0.67 -0.09
C 1.16 1.21 -3.05 -0.01
C -0.55 -2.94 -3.16 -0.01
C 3.07 2.13 5.29 0.00
C -1.87 1.14 5.55 0.00
C -4.38 3.31 -0.21 0.00
C 1.63 -2.38 -4.00 0.00
C 4.55 0.22 -0.42 0.03
C 1.46 3.81 4.70 0.00
C 2.70 3.47 5.23 0.00
C -3.39 -0.16 0.17 0.00
H 5.63 0.36 -0.52 0.00
H 2.55 -0.43 -4.05 0.00
H -1.02 1.65 5.99 0.00
H -2.94 -1.34 -2.41 0.00
H -3.13 2.90 -4.93 0.00
H 0.61 -2.95 0.83 0.00
H -5.28 -1.04 0.14 0.00
H 0.94 -5.71 -4.46 0.00
H 3.18 -5.19 -5.23 0.00
H 0.79 2.15 -2.63 0.00
H 1.51 -1.59 2.07 0.02
H -3.93 3.60 -1.16 0.00
H 4.20 0.70 0.49 0.01
H 1.17 -4.57 0.40 0.00
H -4.89 -0.71 4.02 0.00
H 6.18 -1.88 -0.86 0.00
H -0.19 -1.35 5.99 0.00
H 1.19 1.29 -4.14 0.00
H 3.29 -5.00 -0.42 0.00
H 0.53 -3.47 -0.83 0.01
H 4.04 1.86 5.68 0.00
H 4.64 -1.16 -5.06 0.00
H 2.20 -4.74 4.90 0.00
H -0.35 3.09 3.80 0.00
H -0.97 2.08 -4.10 0.00
H -3.86 3.83 0.60 0.00
H -1.18 -5.00 -3.41 0.00
H 2.54 -3.77 2.64 0.00
H 4.06 0.75 -1.24 0.00
H -1.46 -2.70 -2.62 0.00
H -5.43 3.61 -0.21 0.00
H 2.51 0.10 4.88 0.00
H -5.19 0.68 6.04 0.00
H 2.17 1.05 -2.66 0.00
H -3.25 1.84 7.04 0.00
H 3.37 4.24 5.58 0.00
H 1.17 4.85 4.64 0.00
H 5.62 -4.30 -0.86 0.01
H -2.64 -0.90 2.96 0.00
H 4.98 -3.56 -5.64 0.00
H 0.84 -3.52 6.57 0.00
H -5.08 -0.51 -3.23 0.00
H -5.21 1.62 -4.50 0.00
H -1.26 1.31 0.87 0.00
H -1.88 2.67 0.05 0.00
```